No. 1
Density functional theory data (ωB97M-V/def2-TZVPD) for an isolated molecule of C3H3FS2 in a non-equilibrium geometry.

```
! wB97M-V def2-TZVPD RIJCOSX def2/J DEFGRID3
* xyz 0 1
H -0.12859 -0.91716 -0.78909
S -3.51876 0.18606 -0.37883
H 0.14925 -0.89170 0.97569
C -0.67528 2.10692 0.39189
S -2.09040 -0.78870 0.61597
H 0.47384 1.20477 -0.94778
C -0.11527 1.00160 -0.03580
C -0.35978 -0.46444 0.12432
F -0.51928 3.37086 0.07176
*
```

Its maximum force is 2.9 eV Å⁻¹. As for the energy above the lowest of the compared OMol25 structures with the same formula, charge and spin: 70.5 kcal/mol. The value obtained for the HOMO energy (spin up / spin down) is -8.8 / -9.0 eV. The value obtained for the HOMO-LUMO gap (spin up / spin down) is 8.0374 / 7.2282 eV.



No. 2
Density functional theory data (ωB97M-V/def2-TZVPD) for a structure of composition C3H3FeO3 in a non-equilibrium geometry.

```
! wB97M-V def2-TZVPD RIJCOSX def2/J DEFGRID3
* xyz -1 5
H 2.45754 -0.38931 0.19126
H -2.50513 -1.33591 -0.12242
Fe -1.07681 2.87521 -0.57542
O 2.37244 0.56147 0.05097
O 0.45598 0.01643 0.95581
C -1.48100 -1.75148 -0.43804
C 1.19551 0.97142 0.55394
H -0.38166 -0.71129 0.25277
C -1.94731 -2.41128 -1.38582
O 0.91043 2.17475 0.51694
*
```

Its maximum force is 4.2 eV Å⁻¹. As for the energy above the lowest of the compared OMol25 structures with the same formula, charge and spin: 30.9 kcal/mol. The value obtained for the HOMO energy (spin up / spin down) is -2.6 / -2.7 eV. The value obtained for the HOMO-LUMO gap (spin up / spin down) is 6.0436 / 5.8239 eV.



Among the records above, which one has the lowest maximum force? C3H3FS2